{
  "formula": "C16H16CuN2O4S",
  "method": "ωB97M-V/def2-TZVPD",
  "symbols": ["Cu", "O", "C", "C", "C", "C", "C", "C", "C", "O", "N", "N", "C", "C", "C", "C", "C", "C", "C", "O", "H", "H", "H", "H", "H", "H", "H", "H", "H", "H", "C", "S", "C", "O", "H", "H", "H", "H", "H", "H"],
  "positions_angstrom": [[11.322111, 6.123127, 8.031770], [16.003777, 4.315092, 9.861786], [16.357678, 5.041685, 8.729265], [17.703290, 5.016480, 8.429156], [18.122657, 5.582854, 7.225990], [17.244476, 6.218913, 6.362259], [15.949055, 6.369035, 6.712525], [15.466089, 5.781054, 7.860895], [14.013556, 5.805683, 8.244211], [13.198674, 6.243861, 7.397723], [13.633061, 5.262742, 9.385615], [12.304711, 5.471166, 9.570037], [11.792326, 5.000333, 10.633706], [10.387651, 5.141024, 10.965335], [10.055212, 4.769977, 12.324831], [8.714878, 4.887255, 12.762796], [7.768989, 5.423021, 11.898657], [8.083078, 5.689169, 10.554052], [9.385647, 5.636871, 10.066464], [9.653882, 5.979863, 8.792159], [15.037857, 4.437274, 9.939370], [18.379982, 4.508202, 9.097049], [19.240615, 5.549096, 7.033645], [17.657148, 6.639931, 5.459539], [15.230279, 6.825059, 6.055919], [12.385009, 4.423017, 11.305856], [10.680510, 4.264625, 12.990329], [8.422920, 4.584797, 13.796036], [6.718386, 5.539106, 12.161306], [7.326565, 5.983306, 9.803795], [7.997304, 5.428400, 5.302927], [9.318103, 6.698365, 5.653532], [9.764202, 7.272017, 3.974735], [10.567528, 6.024673, 6.108414], [7.117994, 6.002990, 4.960212], [7.945851, 4.750969, 6.131394], [8.414373, 5.008575, 4.418811], [10.258999, 8.200359, 4.249301], [8.909115, 7.549228, 3.408359], [10.398867, 6.506296, 3.475111]],
  "forces_ev_per_a": [[0.93, -0.41, -0.36], [0.33, 1.09, -1.60], [-0.63, -0.15, 0.51], [0.09, 0.27, -1.05], [1.90, -0.29, 0.75], [1.96, 0.19, -0.30], [-1.49, -0.38, -0.03], [-0.28, -1.57, 2.74], [1.18, -0.87, -0.17], [-1.56, 1.16, -1.18], [1.00, 0.46, -0.10], [-0.19, -0.22, 0.03], [-1.58, 0.08, -0.19], [-0.02, -0.19, 1.70], [-3.12, 0.72, -2.20], [0.91, 0.19, 0.58], [-0.31, -0.29, -1.54], [-0.64, 0.46, 0.09], [1.32, -0.29, -0.36], [-0.94, -0.23, 1.21], [-0.41, 0.06, 0.31], [0.09, -0.03, 0.03], [-1.58, 0.05, -0.10], [-0.17, 0.10, -0.20], [-0.13, 0.31, -0.10], [0.68, -0.17, 0.49], [1.55, -0.40, 0.62], [0.36, 0.31, -0.99], [0.28, -0.10, 0.27], [0.28, -0.04, 0.75], [1.36, 1.89, -1.02], [-1.69, 0.90, -0.10], [0.50, -0.77, 1.10], [0.84, -0.69, 0.37], [0.15, -0.40, 0.81], [-0.38, -0.11, 0.38], [0.08, -1.18, -0.63], [0.57, -0.12, -0.42], [-0.90, -0.03, -0.50], [-0.36, 0.70, 0.40]],
  "fmax_ev_per_a": 3.89,
  "total_charge": 0,
  "multiplicity": 2,
  "lumo_energy_ev": [0.1, -0.2]
}